Record 1
Below is a molecular structure, C18H47B2NO4Sn2, with properties calculated with wB97M-V/def2-TZVPD.

```
74
Properties=species:S:1:pos:R:3
Sn 10.3736 14.4591 1.3139
Sn 10.6981 15.7027 5.8915
B 9.0282 14.4957 4.0722
H 8.4170 13.7113 3.5138
H 8.5310 14.8218 5.0493
H 9.9743 13.9083 4.3576
H 9.2429 15.4114 3.4124
B 12.2915 15.7373 3.3029
H 12.9916 16.2156 4.0693
H 12.8019 15.6247 2.2888
H 11.9012 14.7405 3.7160
H 11.3883 16.4206 3.1202
C 13.2134 12.2261 3.5381
C 13.0809 10.8639 2.9139
N 11.9910 10.8734 1.9234
C 10.6610 10.5970 2.5281
C 10.6769 9.1900 3.1607
C 12.2714 10.2562 0.6258
C 11.4319 10.8145 -0.5118
H 12.3170 12.5163 4.0839
H 13.4608 12.9514 2.7576
H 14.1217 12.2954 4.1403
H 13.9775 10.6722 2.3231
H 13.0284 10.1501 3.7375
H 10.4393 11.3144 3.3200
H 9.9310 10.7062 1.7256
H 11.1573 8.4741 2.4990
H 11.1060 9.2186 4.1618
H 9.6563 8.8891 3.4092
H 12.3456 9.1633 0.6430
H 13.3156 10.5316 0.4577
H 11.8644 10.4855 -1.4556
H 11.5586 11.8968 -0.4034
H 10.3675 10.5858 -0.4849
C 15.4342 13.9273 7.6885
C 14.7764 14.2381 6.3717
O 13.5821 14.0471 6.2040
C 15.5959 14.7175 5.2042
H 16.0944 14.7354 8.0003
H 15.9316 12.9572 7.6847
H 14.6336 13.8200 8.4211
H 15.7616 15.7891 5.3405
H 15.0097 14.7238 4.2829
H 16.4658 14.1135 4.9514
C 15.1280 15.4206 -0.0622
C 14.1545 14.3193 -0.3548
O 12.9927 14.3469 0.0303
C 14.5479 13.2435 -1.3526
H 16.1332 15.0090 0.0136
H 14.8844 15.9931 0.8317
H 15.0762 16.1282 -0.8926
H 13.9397 12.3530 -1.1995
H 15.6180 13.0583 -1.2683
H 14.3423 13.5165 -2.3893
C 12.3863 18.9899 0.8230
C 11.0055 18.6257 0.3945
O 10.5569 17.5242 0.6998
C 10.1278 19.5559 -0.4250
H 12.4341 20.0637 1.0023
H 13.0849 18.7019 0.0338
H 12.7290 18.4288 1.6912
H 9.7588 20.4759 0.0322
H 9.2556 18.9935 -0.7515
H 10.6794 19.9438 -1.2844
C 9.0750 20.6396 4.4265
C 9.3197 19.1791 4.2216
O 10.1949 18.5653 4.8043
C 8.4215 18.4041 3.2405
H 9.5908 21.2211 3.6615
H 9.4045 20.9285 5.4238
H 8.0155 20.8928 4.3840
H 8.4171 18.9996 2.3274
H 7.4583 18.1556 3.6841
H 8.9011 17.4514 3.0191
```

- Lowest unoccupied orbital energy: -7.86 eV
- M: 600.623 g mol⁻¹
- E_HOMO: -0.478 Ha
- Gap between HOMO and LUMO: 5.1 eV
- Charge: +2

Atomic partial charges in e from the Mulliken method, atoms 1 to 6: atom 1 (Sn): 1.1305, atom 2 (Sn): 1.0855, atom 3 (B): 1.4633, atom 4 (H): -0.0834, atom 5 (H): -0.2108, atom 6 (H): -0.3642

Record 2
Below is 6 unconnected molecules or ions with the total composition C18H47ClNO15S5, with properties calculated with wB97M-V/def2-TZVPD.

```
87
Properties=species:S:1:pos:R:3
C 0.1164 1.0424 1.4033
C -1.0391 1.9998 1.2242
Cl -0.7841 2.9298 -0.3459
C -2.4035 1.3081 1.2550
N -2.3898 0.0614 0.5653
H 1.0520 1.5800 1.5825
H -0.1167 0.3979 2.2565
H 0.2224 0.4045 0.5269
H -0.9901 2.7873 1.9769
H -3.1279 2.0716 0.8847
H -2.6025 1.2622 2.3630
H -3.3277 -0.3324 0.6511
O 0.7101 2.7596 4.2618
S 1.5250 2.8876 5.4302
O 2.2205 4.1165 5.6704
O 2.5407 1.6687 5.4539
C 3.1054 1.2845 4.1615
C 4.2376 2.1873 3.7386
C 0.6014 2.4656 6.8666
H 2.2948 1.2710 3.4344
H 3.4475 0.2640 4.3147
H 3.8891 3.1974 3.5237
H 4.6906 1.7656 2.8412
H 4.9970 2.2420 4.5194
H 0.0983 1.5196 6.6876
H -0.1221 3.2655 7.0101
H 1.2813 2.4067 7.7123
O 4.9637 -0.9343 2.3194
S 5.4641 -2.1881 1.8350
O 6.8243 -2.5358 2.1172
O 5.1867 -2.2832 0.2801
C 5.4779 -1.1090 -0.5312
C 6.9565 -0.9576 -0.8002
C 4.4053 -3.4949 2.3419
H 5.0567 -0.2390 -0.0287
H 4.9129 -1.2888 -1.4426
H 7.5069 -0.7225 0.1097
H 7.1006 -0.1472 -1.5162
H 7.3651 -1.8744 -1.2248
H 3.3810 -3.2281 2.0962
H 4.5340 -3.5934 3.4178
H 4.7132 -4.4053 1.8347
O 3.0441 8.8820 -0.5639
S 3.0410 7.7646 -1.4652
O 2.3593 7.9077 -2.7166
O 2.5594 6.4759 -0.7048
C 1.2995 6.5408 0.0417
C 0.1005 6.3453 -0.8490
C 4.6937 7.2409 -1.7724
H 1.2861 7.4871 0.5821
H 1.3928 5.7264 0.7564
H -0.0412 7.1736 -1.5420
H -0.7828 6.2485 -0.2166
H 0.1995 5.4192 -1.4131
H 5.2030 7.1132 -0.8215
H 5.1604 8.0268 -2.3620
H 4.6595 6.3105 -2.3329
O -1.1952 -4.0220 -3.3954
S -1.8905 -2.9496 -4.0571
O -1.2104 -2.2921 -5.1381
O -2.4302 -1.9278 -3.0124
C -1.5229 -1.4091 -1.9611
C -0.6541 -0.2891 -2.4644
C -3.4484 -3.5367 -4.6296
H -0.9571 -2.2584 -1.5812
H -2.1723 -1.0150 -1.1734
H 0.0923 -0.6023 -3.1958
H -0.1695 0.1314 -1.5827
H -1.2681 0.5024 -2.8941
H -3.9637 -4.0145 -3.8016
H -3.2506 -4.2564 -5.4207
H -4.0173 -2.6926 -5.0110
O -5.6966 -5.5406 -3.2619
S -6.2603 -6.6246 -2.5131
O -6.5574 -7.8493 -3.1927
O -7.5521 -6.1034 -1.7532
C -8.4868 -5.2890 -2.5141
C -9.3535 -6.1217 -3.4295
C -5.2660 -6.9542 -1.1040
H -7.9152 -4.5373 -3.0577
H -9.0705 -4.7903 -1.7435
H -8.7701 -6.5718 -4.2310
H -10.1173 -5.4792 -3.8704
H -9.8465 -6.9178 -2.8717
H -5.0741 -6.0177 -0.5875
H -4.3385 -7.3808 -1.4807
H -5.7873 -7.6653 -0.4688
```

- Lowest unoccupied orbital energy: 2.01 eV
- M: 713.354 g mol⁻¹
- E_HOMO: -0.085 Ha
- Gap between HOMO and LUMO: 4.3 eV
- Charge: -1

Atomic partial charges in e from the Mulliken method, atoms 1 to 6: atom 1 (C): -0.8090, atom 2 (C): 0.2927, atom 3 (Cl): -0.3008, atom 4 (C): -0.8009, atom 5 (N): -0.6072, atom 6 (H): 0.2375

Respective calculated total energy values: -42102.9317; -118327.5925 eV.
Respective max |F| values: 2.7; 0.3 eV/Å.